(1)
Molecular formula: C4H12N2O3
Method: DFT, ωB97M-V/def2-TZVPD

Geometry as XYZ:
```
21
Properties=species:S:1:pos:R:3
N 1.6225 -1.1211 -2.4375
C 0.7427 -1.0586 -1.2538
C -0.2957 0.0431 -1.5226
N -1.0132 0.5114 -0.3735
C -0.5532 1.6325 0.4181
C -0.0018 1.3457 1.8132
O -0.9176 1.4619 2.8061
O 1.1710 1.2769 2.0838
H -0.3635 1.6024 3.5614
H 1.1694 -1.1859 -3.3314
H 2.3809 -0.4640 -2.3937
H 1.4071 -0.8808 -0.4122
H 0.2718 -2.0206 -1.0585
H 0.1617 0.8849 -2.0560
H -0.9722 -0.3106 -2.3202
H -1.6948 -0.1140 0.0143
H 0.2747 2.0382 -0.1545
H -1.4278 2.2666 0.5501
H -0.3218 -1.3113 2.2707
H -1.1733 -2.5370 2.1142
O -0.4669 -2.0599 1.6820
```

Its total charge is 0. The value obtained for the max |F| is 1.82 eV/A. Its structure (SMILES) is NCCNCC(=O)O.O.

(2)
Molecular formula: C4H12N2O3S
Method: DFT, ωB97M-V/def2-TZVPD

Geometry as XYZ:
```
22
Properties=species:S:1:pos:R:3
C 0.9596 1.8797 -1.1349
C -2.2684 0.2254 0.2271
C 1.0724 0.8032 -0.0593
C 0.0637 -0.3797 -0.1870
N 0.1023 -0.9130 -1.4737
N 0.8352 1.3977 1.2349
O 1.6460 -2.2669 0.8554
O 0.1367 -1.3174 2.4075
O -0.7498 -2.7716 0.6211
S 0.3550 -1.6534 1.0493
H 1.6305 1.6544 -1.9257
H 1.1553 2.7679 -0.5593
H -0.1004 1.9209 -1.4643
H -2.5956 0.5797 -0.7612
H -2.2215 1.0830 0.8192
H -2.5088 -0.7319 0.7511
H 2.0953 0.3178 -0.0142
H 0.2955 -1.8574 -1.4121
H 0.7636 -0.4752 -2.1088
H -1.4256 -2.3342 0.0580
H 0.8940 0.5559 1.9453
H -0.1350 1.5152 1.1316
```

Its total charge is 0. The value obtained for the max |F| is 3.45 eV/A.

(3)
Molecular formula: C4H12N2P
Method: DFT, ωB97M-V/def2-TZVPD

Geometry as XYZ:
```
19
Properties=species:S:1:pos:R:3
C -2.1030 0.7820 0.5918
C -2.5096 0.1374 -0.7385
C -1.3018 -0.2755 0.0264
C -0.2934 -1.1608 -0.2444
N 1.4488 1.3397 0.2887
N 0.7807 -1.3916 0.7385
P 2.2948 0.1206 -0.3193
H -1.8336 1.7590 0.4128
H -2.6536 0.8458 1.4705
H -3.2212 -0.6789 -0.6499
H -2.2848 0.6734 -1.6113
H 3.3996 0.7330 -0.9136
H -0.2750 -1.8381 -1.0644
H 0.3846 1.4923 0.2649
H 0.4696 -1.2737 1.6898
H 1.9159 2.1667 0.0033
H 1.2378 -2.3879 0.7123
H 2.9289 -0.5645 0.6464
H 1.6155 -0.4788 -1.3040
```

Its total charge is +1. The value obtained for the max |F| is 4.02 eV/A.

(4)
Molecular formula: C4H12N2S
Method: DFT, ωB97M-V/def2-TZVPD

Geometry as XYZ:
```
19
Properties=species:S:1:pos:R:3
C 2.3564 -2.1132 -0.5756
C 1.1749 -1.3624 0.0195
S 0.9017 -1.9360 1.7264
C -0.4104 -0.7778 2.1919
H 2.5229 -1.7962 -1.6055
H 2.1682 -3.1898 -0.5399
H 3.2743 -1.9357 -0.0125
H 0.2722 -1.5299 -0.5670
H 1.3643 -0.2883 0.0235
H -0.0734 0.2468 2.0456
H -1.3084 -0.9582 1.6050
H -0.6277 -0.9407 3.2459
N -1.5717 3.4726 -1.2713
C -1.6856 2.0541 -1.0264
N -0.7037 1.3856 -0.4305
H -2.3773 3.9543 -0.8664
H -1.7065 3.6822 -2.2639
H -2.6333 1.6225 -1.3882
H -0.9368 0.4099 -0.3106
```

Its total charge is -1. As for the multiplicity: 2. The value obtained for the max |F| is 1.43 eV/A.

(5)
Molecular formula: C4H12N2S
Method: DFT, ωB97M-V/def2-TZVPD

Geometry as XYZ:
```
19
Properties=species:S:1:pos:R:3
C 1.0614 -0.7742 -2.3699
N 0.8732 0.5270 -1.7168
C 0.1357 0.3778 -0.4709
C 0.9638 -0.4024 0.6025
S 0.2929 0.1091 2.2565
C -1.2361 -0.2768 -0.5992
N -2.2790 0.3611 0.2233
H 0.1541 -1.3652 -2.5294
H 1.8047 -1.3808 -1.8125
H 1.5402 -0.6708 -3.3464
H 0.3710 1.0857 -2.3969
H -0.0178 1.4326 -0.1319
H 2.0330 -0.2858 0.4070
H 0.7307 -1.4627 0.4998
H 1.2999 0.6408 2.9734
H -1.6035 -0.1571 -1.6388
H -1.3153 -1.3844 -0.4197
H -3.2391 0.3320 -0.0810
H -2.0069 1.3241 0.3765
```

Its total charge is 0. The value obtained for the max |F| is 3.02 eV/A. Its structure (SMILES) is CN[C@@H](CN)CS.

(6)
Molecular formula: C4H12N2S
Method: DFT, ωB97M-V/def2-TZVPD

Geometry as XYZ:
```
19
Properties=species:S:1:pos:R:3
C -0.4317 1.7693 0.5211
N -0.2561 0.3241 0.2854
C 0.6855 0.0314 -0.8209
C 0.7421 -1.4377 -1.0963
S -0.7856 -2.3045 -1.7125
C 0.5127 2.3103 1.5583
N 0.3594 1.5577 2.7909
H -0.3510 2.3062 -0.4257
H -1.4823 1.8842 0.8003
H -1.6919 -1.5130 -1.1524
H 1.6924 0.4003 -0.5950
H 0.2456 0.5244 -1.6937
H 1.4600 -1.6118 -1.8946
H 0.9803 -1.9886 -0.1869
H 0.3853 3.3919 1.7714
H 1.5576 2.3491 1.2305
H 0.7237 1.9712 3.6197
H 0.2073 -0.0438 1.1104
H -0.6032 1.2960 2.9884
```

Its total charge is 0. The value obtained for the max |F| is 1.93 eV/A. Its structure (SMILES) is NCCNCCS.

(7)
Molecular formula: C4H12N2S
Method: DFT, ωB97M-V/def2-TZVPD

Geometry as XYZ:
```
19
Properties=species:S:1:pos:R:3
N 1.2231 0.6806 -0.1147
C 0.4313 -0.4160 0.5644
C 0.0718 -0.1828 1.9791
S 1.2733 -0.0800 3.3465
C -0.6764 -0.9654 -0.3552
N -0.5045 -0.7809 -1.8031
C -0.7967 0.5426 -2.3911
H 2.0496 1.0699 0.2722
H 0.5847 1.4987 -0.1970
H 1.1761 -1.2044 0.7746
H -0.5211 0.7295 2.1404
H -0.5341 -1.0642 2.1880
H 0.6894 1.0820 3.4910
H -1.6515 -0.5807 -0.0650
H -0.8924 -1.9827 -0.1586
H 0.3923 -0.9594 -2.0255
H 0.1317 1.1439 -2.6254
H -1.2229 1.1326 -1.6462
H -1.2237 0.3370 -3.3744
```

Its total charge is 0. The value obtained for the max |F| is 3.95 eV/A. Its structure (SMILES) is CNC[C@@H](N)CS.

(8)
Molecular formula: C4H12N2S
Method: DFT, ωB97M-V/def2-TZVPD

Geometry as XYZ:
```
19
Properties=species:S:1:pos:R:3
C -1.0945 -0.6209 -0.3763
N 0.2376 0.1615 -0.4596
C 1.3476 0.1632 0.6883
C 2.1755 -1.0710 0.3246
S 3.8976 -1.1622 -0.3809
C -2.1545 0.3404 0.2933
N -2.5472 1.4069 -0.5977
H -0.9886 -1.5214 0.2256
H -1.3115 -0.9069 -1.3907
H -0.1676 1.1315 -0.4008
H 2.0484 0.9688 0.5805
H 0.7732 0.3756 1.6254
H 1.7745 -1.7038 -0.4863
H 2.1804 -1.6168 1.3274
H 4.1207 0.0639 -0.7738
H -1.6289 0.5386 1.2361
H -3.1942 -0.0508 0.5381
H -2.2611 1.3905 -1.5707
H -3.2076 2.1128 -0.4024
```

Its total charge is 0. The value obtained for the max |F| is 3.81 eV/A. Its structure (SMILES) is NCCNCCS.

Results for electronic energy: -494.8196, -892.8692, -610.0915, -667.2163, -667.2557, -667.2733, -667.2252, -667.1942 (in Eh, following the order of the records).